1.
{
  "formula": "C25H49LaNO2SSi2",
  "method": "the ωB97M-V functional and the def2-TZVPD basis",
  "charge": 1,
  "energy_ha": -2195.66939,
  "gap_ev": 6.6,
  "homo_energy_ev": -9.1,
  "elements": ["H", "C", "H", "C", "H", "H", "N", "Si", "O", "H", "H", "H", "H", "H", "H", "H", "H", "H", "C", "H", "H", "C", "Si", "H", "H", "H", "C", "H", "H", "H", "H", "H", "C", "H", "C", "C", "H", "C", "H", "H", "C", "C", "H", "La", "H", "C", "H", "H", "H", "H", "H", "H", "O", "C", "H", "C", "H", "H", "C", "H", "H", "H", "C", "C", "C", "H", "C", "C", "C", "H", "H", "H", "C", "S", "H", "H", "C", "C", "H", "C", "H"],
  "xyz": [[3.659011, -0.051744, 0.418777], [5.239615, 0.525337, 3.008856], [-0.704808, 2.687095, -0.483331], [-2.410366, -2.074763, -4.106484], [0.345979, -2.614307, 0.878861], [-3.472483, -0.026346, -0.434146], [-1.078653, 1.185311, 2.249528], [1.027323, 2.286219, -2.231186], [-1.771637, -2.824849, -1.133605], [2.922796, 3.760027, -2.811982], [-3.759718, 0.005388, -3.463047], [0.514172, 3.299065, -4.443193], [1.481016, -3.249153, -0.296549], [-4.284617, -3.523916, 0.996052], [-0.170926, -1.480903, -1.183537], [4.961597, 4.129321, 1.398334], [6.216262, 3.325417, 2.371373], [5.951596, -0.030131, 2.382797], [-0.322838, -2.571380, -1.177213], [-1.419281, -2.515534, -3.951035], [-2.290557, 0.214304, -2.478090], [-3.242682, -0.336926, -2.558397], [4.304616, 1.792346, 1.988972], [3.974584, 1.437351, -0.489818], [-4.689608, 0.740691, -1.436126], [-4.306419, -2.608278, -5.002908], [0.038314, 1.894163, -0.716325], [-4.146576, 2.531751, 2.630746], [-3.418260, -3.980078, -4.296461], [-2.109664, -0.440458, 5.032902], [-2.372354, -2.320115, -1.917753], [2.997049, -1.869024, 2.325160], [-2.174510, 1.954540, 2.020635], [4.567121, -0.197829, 3.488809], [3.558674, 1.051287, 0.455017], [1.142347, -0.663368, 2.504640], [-0.006369, -2.977681, -2.144639], [1.829313, -2.184659, 4.152382], [-0.563578, 0.962675, -0.849286], [-2.303937, -1.135306, -4.661378], [2.311853, 3.620878, -1.905701], [5.492576, 3.180551, 1.555722], [3.487130, 3.078408, 3.921253], [1.126958, 1.445911, 1.137384], [2.304832, 3.291983, 2.638043], [1.892107, 0.720568, -2.818809], [2.416386, -2.926774, 4.686531], [-2.855712, -3.256695, -5.804043], [2.617228, 0.352622, -2.084221], [2.422031, 0.917422, -3.764299], [-2.588546, -1.743656, 0.485197], [-0.809027, 3.588204, -3.288921], [-2.962569, -1.759367, -2.785011], [-1.063959, 0.303547, 3.310194], [-4.386124, -3.110866, -0.726064], [0.418300, -3.211427, -0.035689], [1.822613, 4.579202, -1.674935], [-0.632228, 1.995417, -4.060914], [0.117781, -0.540423, 3.423485], [2.326837, 1.780412, 3.640059], [-3.545891, -4.594785, -0.201333], [-2.128469, 2.608243, 1.142797], [-2.447112, -2.797257, 0.195543], [2.113683, -1.617223, 2.909252], [-0.078244, 2.844078, -3.636255], [2.997554, 3.380664, -1.079804], [-3.741581, -3.544350, 0.047266], [-2.156524, 0.244678, 4.186217], [-4.090576, -0.168719, -1.328305], [5.811114, 1.038253, 3.795598], [6.055323, 2.946722, 0.641321], [0.092544, -4.240582, 0.159336], [-3.288329, 1.903057, 2.855592], [0.369912, -1.576295, 4.811440], [-4.122690, 0.996407, 4.633929], [-1.771833, -3.284600, 0.909460], [-3.312346, -3.034846, -4.837676], [-3.269907, 1.043117, 3.959143], [-4.761906, -1.020848, -1.175547], [2.956227, 2.533672, 3.126524], [1.149035, -0.070866, -3.001090]],
  "forces_ev_per_a": [[0.084, 0.284, 0.176], [-0.006, 0.038, 0.359], [0.276, -0.123, -0.208], [-0.010, 0.046, -0.050], [-0.008, -0.160, -0.089], [-0.153, -0.116, -0.118], [-1.879, -0.548, 1.125], [0.063, -0.193, -0.343], [0.690, -1.010, 1.972], [-0.173, 0.025, 0.269], [0.061, -0.095, 0.245], [-0.197, -0.103, 0.094], [-0.146, 0.038, -0.002], [0.057, 0.048, -0.095], [-0.045, -0.243, -0.027], [0.184, -0.100, -0.020], [-0.175, 0.077, -0.195], [-0.198, 0.184, 0.090], [0.009, 0.323, -0.290], [-0.114, 0.185, 0.004], [-0.231, -0.220, -0.076], [0.231, -0.011, -0.584], [0.671, -0.788, -1.146], [-0.010, -0.006, 0.407], [0.017, -0.182, 0.039], [0.171, -0.050, 0.008], [-2.642, 0.565, -3.449], [0.142, -0.148, 0.142], [0.009, 0.160, -0.031], [-0.133, 0.203, -0.205], [0.067, 0.309, -0.114], [-0.165, 0.020, 0.204], [0.272, -0.804, 0.871], [0.151, 0.110, -0.071], [0.171, -0.267, -0.111], [-0.590, -0.212, -0.634], [-0.129, 0.078, 0.222], [0.159, 0.372, -0.962], [0.122, 0.203, -0.128], [0.078, -0.183, 0.222], [-0.037, 0.184, 0.092], [-0.008, 0.269, 0.132], [-0.229, -0.046, -0.173], [3.632, 0.390, 2.953], [0.241, -0.051, 0.247], [0.023, -0.040, -0.052], [-0.202, 0.180, -0.035], [-0.101, 0.004, -0.010], [-0.088, 0.042, -0.128], [-0.146, -0.129, 0.251], [0.153, -0.363, -0.089], [0.152, -0.135, -0.129], [-0.610, 0.894, -1.163], [-0.415, 0.873, -0.765], [0.149, -0.121, 0.175], [0.243, -0.098, 0.267], [0.157, -0.141, -0.106], [0.072, 0.141, 0.071], [0.563, -0.577, 0.330], [0.224, 0.234, -0.115], [-0.076, 0.248, 0.014], [-0.070, -0.217, 0.382], [0.404, 0.189, -0.217], [-0.442, -0.354, 1.325], [-0.054, 0.284, -0.240], [-0.188, 0.007, -0.234], [-0.217, -0.326, -0.037], [-0.051, 0.013, 0.047], [-0.038, 0.249, 0.419], [-0.093, -0.204, -0.057], [-0.180, 0.015, 0.246], [0.050, 0.192, -0.144], [0.137, 0.184, -0.398], [0.203, -0.122, -0.044], [0.181, 0.013, -0.149], [-0.280, 0.222, -0.297], [-0.116, -0.142, 0.031], [0.321, -0.029, -0.152], [0.059, 0.275, -0.117], [-0.154, 0.191, 0.416], [0.148, 0.093, -0.052]]
}

---

2.
{
  "formula": "C9H16Ag3BBr8F4O3",
  "method": "the ωB97M-V functional and the def2-TZVPD basis",
  "energy_ha": -22035.80481,
  "e_above_lowest_ev": 0.0000,
  "gap_ev": 6.6,
  "homo_energy_ev": -8.3,
  "elements": ["H", "Br", "C", "C", "O", "Br", "H", "H", "C", "H", "Ag", "Br", "Br", "Br", "Br", "H", "H", "O", "Ag", "H", "C", "H", "F", "H", "H", "C", "H", "C", "O", "H", "H", "F", "H", "C", "H", "C", "F", "Br", "B", "C", "Ag", "H", "F", "Br"],
  "xyz": [[5.060680, -0.699105, -8.341236], [3.312407, -5.156308, -8.757290], [1.331766, 3.802118, -7.814979], [6.437810, 0.254312, -9.718751], [1.378705, 3.818832, -9.165395], [1.246999, -1.273374, -15.404547], [6.737179, -1.364361, -8.368045], [2.089865, -2.971389, -8.884216], [-1.158387, -2.485050, -10.809918], [-1.024191, -2.878173, -9.804953], [0.688519, 0.618406, -7.033974], [5.344165, -2.366156, -10.134623], [-3.790329, -3.612439, -10.522002], [5.009139, 1.089383, -10.750975], [-1.119027, 1.036374, -12.232308], [-1.449430, -0.583320, -14.152254], [0.868223, -4.822057, -7.424287], [1.703319, 2.632431, -7.265817], [-0.457985, 2.605679, -9.509455], [-0.592743, 0.833489, -14.668287], [0.670117, -0.628615, -13.676336], [-0.538261, -1.604065, -10.939765], [1.632489, -1.158720, -10.701241], [0.548105, -1.457239, -12.985258], [6.782448, 1.026630, -9.030658], [1.446292, -3.970873, -7.087077], [3.300306, -2.952159, -7.592851], [-0.648240, 0.096212, -13.872289], [0.900775, 4.736403, -7.152747], [7.262449, 0.046199, -10.391281], [1.824074, -4.195318, -6.094912], [1.579284, 1.142233, -10.506706], [-2.906004, -1.703138, -11.899723], [2.504625, -3.528759, -8.048406], [-2.824035, -1.387199, -10.184955], [-2.609896, -2.135744, -10.949807], [0.059368, -0.137029, -9.351910], [-0.574247, -3.837896, -12.066309], [1.409142, -0.105271, -9.860632], [5.929879, -0.924692, -8.947314], [3.217282, 2.371177, -9.243763], [1.424733, 0.036501, -13.270465], [2.265039, -0.118625, -8.722886], [0.197838, -2.500227, -6.673198]],
  "forces_ev_per_a": [[0.061, 0.174, 0.156], [0.029, 0.072, 0.028], [-1.199, 0.002, 0.563], [0.016, 0.580, 0.492], [0.038, -0.245, 0.330], [0.053, -0.125, 0.072], [-0.044, 0.121, 0.181], [0.073, -0.108, -0.105], [-0.311, -0.182, 0.165], [0.333, -0.090, -0.064], [0.316, 0.574, 0.200], [0.087, 0.159, 0.082], [-0.021, -0.035, -0.121], [0.107, 0.106, -0.153], [-0.442, 0.025, -0.043], [-0.097, -0.064, 0.392], [-0.268, 0.214, -0.249], [0.251, -0.290, -0.345], [0.697, 0.094, -0.272], [0.128, 0.220, 0.209], [-0.440, 0.349, 0.367], [-0.090, -0.189, -0.119], [0.115, -0.028, 0.102], [0.143, -0.178, -0.245], [-0.105, -0.011, 0.027], [-0.004, 0.216, 0.873], [-0.013, 0.049, 0.105], [0.363, -0.149, -0.636], [0.481, -0.399, -0.379], [-0.199, -0.246, -0.232], [0.269, -0.180, -0.115], [-0.225, -0.566, -0.254], [0.082, -0.281, -0.196], [-0.030, -0.153, -0.423], [-0.015, 0.006, -0.044], [-0.211, 0.549, 0.384], [0.101, 0.185, 0.051], [0.072, 0.021, -0.028], [-0.131, 0.289, 0.031], [0.010, -0.651, -0.540], [-0.091, 0.383, 0.378], [0.133, 0.039, -0.183], [0.155, -0.429, -0.283], [-0.174, 0.172, -0.157]]
}

---

3.
{
  "formula": "C20H34ClPRe",
  "method": "the ωB97M-V functional and the def2-TZVPD basis",
  "charge": 2,
  "energy_ha": -1661.63437,
  "e_above_lowest_ev": 0.0000,
  "gap_ev": [8.0, 6.2],
  "multiplicity": 4,
  "homo_energy_ev": [-14.0, -15.6],
  "elements": ["H", "H", "H", "H", "H", "H", "C", "C", "H", "H", "C", "H", "H", "C", "H", "C", "H", "C", "C", "C", "H", "H", "C", "C", "H", "H", "H", "Re", "H", "C", "H", "H", "H", "H", "H", "H", "C", "H", "C", "C", "C", "H", "H", "C", "C", "H", "H", "C", "H", "H", "H", "P", "Cl", "H", "H", "C", "C"],
  "xyz": [[-1.045453, 1.739893, -5.716751], [1.848559, -0.989936, -1.820806], [-2.057385, 0.618279, -1.504388], [1.671613, -0.201835, 5.235406], [2.577990, 0.088036, 3.014717], [-1.924428, 3.826346, 3.576168], [-2.173899, -1.528325, -0.813699], [1.902978, -1.115479, 0.408624], [2.067948, -0.350598, -5.863346], [0.203919, -0.534495, 6.184493], [1.217004, -1.990732, 1.332404], [2.494392, 1.310458, 1.750955], [3.750164, 2.134840, 3.747507], [-1.173792, 0.767643, -6.201243], [1.269526, 0.474190, -7.224511], [-0.316100, -1.536795, -6.497712], [-1.084983, 0.892255, -7.282692], [-0.249437, 2.568815, 3.103582], [-2.311161, -2.086382, 0.507941], [1.261472, 0.334499, -6.140927], [1.285904, -1.971474, 2.418574], [-2.263023, -2.074720, -1.744949], [-1.758985, 2.851762, 3.078944], [-2.261028, -1.008797, 1.459380], [-0.253260, -1.115263, 3.832959], [-2.124182, 2.931686, 2.043936], [1.455900, 1.294941, -5.655374], [-0.417696, -1.009187, 0.277082], [0.235985, -3.131326, -1.700052], [-2.110295, -0.088480, -0.689318], [2.336818, 3.136948, 3.422784], [-1.251086, 0.247278, 4.320349], [-2.337162, 2.083068, 3.621208], [-2.376350, -1.095418, 2.534370], [-1.986620, 1.224461, 1.135720], [-2.178340, 0.405747, -5.963284], [-0.211549, -0.058995, 4.138480], [-2.438485, -3.139318, 0.749793], [-2.136772, 0.233738, 0.718192], [0.467020, -2.951705, 0.550334], [0.630669, 0.106781, 5.396929], [-0.257753, -1.328985, -7.568431], [2.600790, -0.331582, 0.654926], [2.157343, 1.072941, 2.769100], [2.658113, 2.138604, 3.725878], [0.148965, 2.746707, 4.117481], [-0.059024, -3.815300, 0.939297], [1.524660, -1.480968, -0.912039], [0.448910, -2.272827, -6.233928], [0.613766, 1.142595, 5.769606], [-1.292965, -1.972848, -6.270163], [0.318043, 0.883556, 2.627787], [-0.203092, -0.489646, -3.939506], [2.313199, 1.971375, 4.750919], [0.269978, 3.260436, 2.421660], [0.626654, -2.593815, -0.840053], [-0.103992, -0.222633, -5.754308]],
  "forces_ev_per_a": [[0.039, -0.075, -0.125], [-0.152, -0.001, 0.010], [0.181, -0.035, -0.060], [-0.271, 0.096, 0.103], [-0.071, 0.149, -0.018], [-0.100, -0.542, -0.309], [-1.569, 0.569, -0.068], [-0.267, -0.509, 0.446], [-0.095, 0.032, -0.115], [0.221, 0.253, -0.223], [1.232, -0.772, -0.194], [0.047, 0.062, 0.220], [-0.092, -0.021, -0.063], [-0.263, 0.076, 0.723], [0.054, 0.002, 0.135], [-0.087, -0.384, 0.664], [-0.053, 0.022, 0.123], [-0.076, 0.407, -0.389], [-0.847, 0.625, 0.252], [0.242, -0.004, 0.727], [0.130, -0.107, -0.361], [0.279, 0.059, 0.116], [0.136, 0.111, 0.111], [-1.171, 0.507, -0.603], [-0.020, 0.112, 0.277], [-0.033, 0.088, 0.414], [-0.061, -0.055, -0.119], [2.534, 0.608, -1.026], [-0.066, 0.195, 0.265], [-1.169, -0.300, 0.596], [0.120, -0.119, 0.016], [0.164, -0.080, 0.000], [0.144, 0.371, -0.226], [0.248, -0.029, -0.175], [-0.481, -0.325, -0.072], [0.103, -0.003, -0.118], [-0.130, -0.345, -0.688], [0.142, 0.319, -0.096], [-0.890, 0.027, -0.154], [1.171, -0.194, 0.108], [-0.059, -0.030, 0.383], [-0.016, -0.078, 0.110], [-0.125, -0.043, 0.054], [-0.140, -0.351, -0.613], [0.093, 0.288, 0.472], [-0.092, -0.135, -0.390], [0.039, 0.206, -0.078], [-0.301, -0.365, 0.319], [-0.033, 0.105, -0.101], [0.017, -0.411, -0.112], [0.063, 0.090, -0.101], [0.338, 0.263, 1.393], [0.002, -0.026, 0.091], [0.141, 0.067, -0.256], [-0.163, -0.055, 0.284], [0.935, -0.559, 0.119], [0.077, 0.248, -1.676]]
}